No. 1
C14H33N5OP2Pt | ωB97M-V/def2-TZVPD

Output
2S+1 ... 4
E_HOMO (alpha / beta) ... -6.927 / -10.326 eV
Total charge ... +1

Element x y z (Å)
Pt 1.150 -0.542 -0.259
P 0.481 -2.276 0.789
P 1.893 0.861 1.201
O 3.066 -0.906 -1.333
N -3.722 1.839 0.961
N 0.436 -1.380 -1.930
N 1.287 0.959 -1.601
N -2.870 1.512 3.168
N -1.940 0.453 1.258
C 3.814 -3.100 -0.688
C 3.580 -2.185 -1.859
C 4.828 -1.895 -2.652
C -5.107 2.146 1.264
C 1.831 2.113 -1.199
C 0.476 -0.673 -3.205
C -3.482 1.492 -0.425
C -1.938 0.847 4.061
C -3.533 2.675 3.726
C -0.090 -2.604 -1.826
C 0.795 0.794 -2.956
C 2.254 2.212 0.100
C -0.138 -3.216 -0.587
C -2.824 1.235 1.820
H -4.559 2.434 4.036
H -0.906 1.222 3.954
H 1.483 -3.027 1.452
H 1.548 1.153 -3.683
H 1.234 -1.135 -3.874
H 2.804 -2.605 -2.519
H -0.555 -2.144 1.743
H 5.565 -1.364 -2.033
H 3.101 0.459 1.833
H -5.243 2.483 2.291
H -1.312 0.041 1.949
H -0.456 -3.068 -2.755
H -0.115 1.412 -3.089
H -5.766 1.281 1.084
H 1.921 2.916 -1.952
H -0.503 -0.772 -3.712
H 3.145 -0.143 -1.949
H -4.313 1.845 -1.036
H -1.940 -0.228 3.865
H -5.424 2.954 0.594
H 5.275 -2.843 -2.983
H 1.035 1.320 2.243
H -3.548 3.511 3.021
H -0.555 -4.207 -0.473
H 4.350 -3.999 -1.020
H 4.614 -1.294 -3.543
H -2.548 1.947 -0.770
H 4.434 -2.597 0.062
H -3.358 0.408 -0.529
H 2.884 -3.429 -0.214
H -2.268 1.016 5.089
H -2.985 2.970 4.631
H 2.714 3.126 0.460

Force components x, y, z for each atom (eV/Å):
-0.15 0.00 1.64
-0.68 -0.98 1.96
0.48 0.55 2.05
2.22 -0.45 -1.07
0.28 0.25 0.20
-1.57 -1.36 -2.45
-0.86 2.55 -1.51
-0.13 -0.02 0.06
-0.11 -0.12 0.83
0.19 -0.19 0.31
-0.27 0.92 -0.33
0.44 -0.23 -0.14
-0.30 -0.03 0.03
-0.09 0.03 -0.99
-0.39 -1.02 -0.27
0.04 -0.08 -0.41
-0.10 -0.08 -0.24
-0.02 0.10 0.39
-0.04 0.01 -0.80
0.24 0.88 -0.12
0.44 1.52 0.63
-0.43 -0.97 -0.32
0.57 -0.49 -0.29
0.19 0.21 0.05
-0.17 -0.03 0.02
-0.62 -0.33 -0.03
-0.32 -0.03 0.15
-0.31 0.14 0.39
0.13 0.06 0.13
0.10 -0.66 -0.12
-0.18 -0.16 -0.13
-0.24 0.75 0.14
-0.09 -0.17 -0.43
-0.08 0.41 -0.20
0.00 -0.08 0.59
0.40 -0.22 0.13
0.12 0.12 0.08
0.19 -0.21 0.60
0.43 0.01 0.11
0.38 -1.14 0.27
0.09 0.03 0.10
0.02 0.04 0.15
-0.01 -0.15 0.22
-0.04 0.28 -0.01
0.66 0.19 -0.29
0.04 -0.11 0.16
-0.04 -0.05 -0.24
-0.17 0.21 0.04
0.02 -0.06 0.13
-0.13 -0.04 -0.02
-0.10 -0.08 -0.11
-0.18 0.17 -0.15
0.13 0.11 -0.12
0.11 -0.13 -0.17
-0.14 0.12 -0.34
0.04 -0.02 -0.26

No. 2
C25H27ClNO5PtSeTe | ωB97M-V/def2-TZVPD

Output
2S+1 ... 2
E_HOMO (alpha / beta) ... -1.753 / -1.655 eV
Total charge ... -2
Relative energy (zero: lowest compared OMol25 entry of this formula, charge and spin) ... 27.4 kcal per mole

Element x y z (Å)
Pt -3.920 -2.794 0.448
Te -1.590 0.431 -0.211
Se -5.606 -3.376 1.894
Cl -4.494 -1.347 -2.618
O -4.331 -2.775 -2.353
O -5.570 -1.149 -3.571
O -2.110 -4.210 0.164
O -4.828 -0.689 -1.356
O -3.261 -0.798 -3.144
N -2.195 -2.011 -0.169
C 1.045 6.440 0.084
C 0.179 4.349 1.200
C 0.411 5.075 0.042
C 2.347 -3.334 -2.022
C -0.647 2.381 2.480
C -0.001 -1.084 1.957
C -1.317 -1.289 2.661
C 2.023 -4.139 -0.936
C -0.522 3.223 -1.225
C -0.872 2.700 -2.600
C -0.387 3.074 1.168
C 2.382 -1.580 1.935
C -1.560 -3.129 -0.291
C 0.750 -4.084 -0.388
C 1.126 -1.680 2.515
C 1.390 -2.480 -2.555
C 0.122 -2.408 -1.995
C 3.568 -2.281 2.541
C 1.398 -0.209 0.187
C 2.497 -0.834 0.775
C 0.131 -0.343 0.772
C 1.648 0.596 -1.059
C -0.197 -3.206 -0.901
C -0.717 2.472 -0.051
C 0.038 4.498 -1.163
H 1.005 -2.255 3.429
H -0.543 3.079 3.313
H 1.125 6.805 1.109
H -1.840 -2.161 2.261
H -1.152 -1.446 3.729
H -1.677 1.970 -2.588
H 2.766 -4.808 -0.517
H 3.448 -3.367 2.506
H 0.045 1.551 2.640
H -0.008 2.208 -3.055
H -1.991 -0.445 2.520
H 2.052 6.427 -0.341
H -1.652 1.955 2.500
H 4.486 -2.033 2.008
H -0.640 -1.751 -2.396
H 0.465 7.169 -0.486
H 0.436 4.788 2.160
H 1.633 -1.859 -3.410
H 1.673 1.665 -0.832
H 0.855 0.448 -1.793
H 3.340 -3.378 -2.454
H -1.166 3.522 -3.255
H 2.601 0.310 -1.506
H 3.702 -2.005 3.590
H 3.466 -0.741 0.295
H 0.178 5.055 -2.086
H 0.467 -4.713 0.446

Force components x, y, z for each atom (eV/Å):
0.77 -1.10 0.02
0.08 0.35 0.16
-0.32 0.23 0.22
-0.10 -0.34 0.54
-0.04 0.56 -0.30
0.24 0.00 0.14
-0.77 0.10 -0.02
0.12 -0.10 -0.56
-0.24 -0.06 -0.01
0.07 -0.01 -0.25
0.00 0.03 0.03
0.05 0.05 0.01
0.01 -0.04 0.00
-0.05 -0.01 0.02
0.01 -0.02 0.02
-0.11 -0.02 0.12
0.07 -0.05 -0.01
0.00 0.02 -0.03
-0.01 0.06 -0.05
-0.02 0.00 0.04
-0.02 -0.03 0.17
-0.03 0.02 -0.03
0.28 0.57 0.02
0.02 -0.01 0.04
-0.01 -0.01 0.04
-0.01 0.00 -0.01
0.02 -0.04 -0.03
0.04 0.00 0.00
0.06 0.03 0.03
0.01 0.00 0.05
-0.02 -0.05 -0.08
-0.02 0.01 -0.01
-0.08 -0.07 0.02
-0.15 -0.08 -0.35
-0.04 0.00 0.02
0.01 -0.01 0.01
0.00 0.02 0.02
-0.01 -0.01 0.01
0.03 0.05 0.05
0.00 0.01 0.02
-0.03 -0.01 0.01
0.00 -0.01 0.01
-0.03 -0.02 -0.02
0.02 -0.01 -0.01
0.01 -0.03 0.00
0.02 0.01 0.00
0.01 -0.02 -0.01
0.01 0.00 -0.03
0.00 0.01 -0.01
-0.02 0.03 -0.01
-0.02 0.00 -0.01
-0.01 0.00 0.02
0.01 0.01 -0.01
0.03 -0.02 -0.01
-0.01 -0.04 0.02
0.02 0.00 -0.01
0.03 0.03 -0.01
0.04 -0.01 -0.01
0.00 0.01 0.01
0.02 -0.01 -0.01
0.01 0.01 -0.02
0.02 0.00 0.02

No. 3
C6H14N2O2 | ωB97M-V/def2-TZVPD

Output
E_HOMO ... -9.392 eV
Total charge ... 0
Structure (SMILES) ... CNC(C)=O.CNC(C)=O
Relative energy (zero: lowest compared OMol25 entry of this formula, charge and spin) ... 24.7 kcal per mole

Element x y z (Å)
O 6.943 9.790 -1.634
O 4.891 10.551 -7.928
N 7.273 10.563 -3.766
N 6.705 10.560 -9.220
C 5.051 9.966 -3.069
C 8.666 10.452 -3.895
C 6.497 10.128 -2.731
C 5.642 9.963 -8.727
C 5.438 8.485 -9.180
C 6.983 11.934 -8.887
H 4.657 10.814 -3.654
H 6.802 11.088 -4.507
H 4.990 8.356 -10.180
H 4.769 8.025 -8.433
H 4.522 9.930 -2.102
H 9.040 11.023 -4.761
H 8.818 9.377 -4.090
H 6.406 7.958 -9.158
H 6.548 12.524 -9.712
H 6.578 12.311 -7.933
H 9.254 10.735 -3.006
H 4.842 9.032 -3.619
H 8.076 12.081 -8.888
H 7.321 10.084 -9.884

Force components x, y, z for each atom (eV/Å):
-0.04 0.25 -1.14
0.69 -1.08 -1.02
-2.11 1.61 -0.55
1.62 0.08 -0.39
-1.12 0.42 0.49
1.72 -1.02 0.03
0.89 -0.66 0.63
-2.26 -1.01 1.06
-0.07 0.33 0.77
0.63 1.07 -0.87
0.14 -0.36 0.10
0.08 -0.67 0.54
0.19 0.38 0.40
0.29 0.15 -0.42
0.05 -0.03 -0.53
-0.31 -0.21 0.40
0.80 0.33 0.04
-0.36 0.16 -0.06
0.25 0.34 0.51
0.01 -0.78 -0.48
-0.43 -0.03 -0.23
0.31 0.38 0.18
-0.43 0.03 -0.01
-0.54 0.33 0.56

No. 4
H3N3O2 | ωB97M-V/def2-TZVPD

Output
E_HOMO ... -8.769 eV
Total charge ... 0
Structure (SMILES) ... N/N=[N+](\[O-])O
Relative energy (zero: lowest compared OMol25 entry of this formula, charge and spin) ... 17.3 kcal per mole

Element x y z (Å)
O 0.528 -1.375 0.756
O -1.636 -1.206 0.048
N -0.380 -0.682 0.328
N -0.330 0.481 -0.169
N 0.954 0.938 -0.263
H 1.727 0.461 0.340
H 1.170 1.848 -0.704
H -2.033 -0.464 -0.336

Force components x, y, z for each atom (eV/Å):
-0.19 -0.36 0.31
1.07 -2.74 1.99
-0.08 1.52 -1.62
1.49 0.32 -0.06
2.31 -0.65 1.31
-2.20 1.12 -1.53
-0.98 -1.11 0.77
-1.42 1.91 -1.18

No. 5
CH2ClFP2 | ωB97M-V/def2-TZVPD

Output
E_HOMO (alpha / beta) ... -8.542 / -9.741 eV
Total charge ... 0
Relative energy (zero: lowest compared OMol25 entry of this formula, charge and spin) ... 102.4 kcal per mole

Element x y z (Å)
Cl 2.206 0.598 0.070
P -0.318 -1.357 -0.684
P -1.049 0.795 -0.541
F -1.994 0.483 0.813
C 0.608 0.098 -0.041
H 0.408 -1.149 -1.837
H 0.139 0.532 2.220

Force components x, y, z for each atom (eV/Å):
0.10 0.02 -0.33
0.52 1.03 0.97
0.71 -1.26 1.29
0.93 0.49 -1.17
-2.44 0.15 1.14
0.12 -0.19 -1.28
0.05 -0.23 -0.61

No. 6
C17H46BrO19P4S | ωB97M-V/def2-TZVPD

Output
E_HOMO ... -2.317 eV
Total charge ... -1

Element x y z (Å)
Br 3.000 2.967 -2.202
S -3.517 1.770 -1.384
P 5.655 -0.479 -5.188
P -1.190 -6.848 1.335
P -1.322 -0.254 3.021
P -1.485 5.732 3.673
O 6.148 1.016 -5.220
O -2.057 -6.490 0.063
O -4.265 2.522 -2.579
O -0.142 0.591 3.149
O -2.209 4.371 3.367
O 7.053 -1.252 -5.283
O -2.469 6.837 3.099
O -3.719 2.530 -0.192
O -4.000 0.413 -1.398
O -0.296 5.819 2.626
O -2.191 -6.727 2.564
O 5.003 -0.682 -6.622
O -2.310 -0.219 4.273
O -1.114 5.893 5.077
O 0.035 -6.069 1.449
O -1.070 -1.810 2.885
O 4.795 -0.903 -4.097
O -2.228 0.101 1.782
O -1.004 -8.417 1.226
C 0.186 -9.008 1.771
C 1.191 0.775 -1.941
C -2.483 8.131 3.709
C 0.760 4.842 2.720
C 5.744 -0.357 -7.800
C -1.156 3.162 -1.691
C -3.426 -0.646 1.501
C -3.318 -7.129 -0.164
C 7.005 -2.680 -5.353
C -2.582 4.036 2.011
C 0.316 3.050 -1.287
C -1.813 1.781 -1.812
C 0.160 -2.358 3.389
C 1.090 2.256 -2.318
C 6.182 1.805 -4.007
C -2.821 1.067 4.659
C -2.686 -5.411 2.866
H 0.701 4.070 -1.256
H 6.316 1.178 -3.128
H 6.653 0.196 -7.569
H 2.189 0.381 -2.110
H -0.040 -3.385 3.688
H -2.327 1.878 4.124
H -4.114 -6.400 -0.018
H -1.716 3.790 -0.995
H -2.785 8.843 2.944
H -2.649 1.195 5.726
H 0.508 0.174 -2.552
H 7.344 -2.999 -6.339
H 0.965 -9.021 1.011
H 7.674 -3.081 -4.594
H 1.708 5.373 2.740
H 5.109 0.253 -8.438
H 0.667 4.237 3.621
H -3.334 -7.479 -1.193
H -2.521 4.896 1.348
H -0.066 -10.026 2.059
H -3.481 -1.570 2.077
H -4.286 -0.020 1.733
H -3.600 3.663 2.022
H 0.525 -1.795 4.246
H 5.269 2.387 -3.905
H 0.911 -2.352 2.603
H -1.169 3.649 -2.665
H 7.030 2.479 -4.108
H -3.435 -0.872 0.442
H -4.520 1.828 -3.194
H -1.501 8.402 4.092
H 0.541 -8.458 2.640
H -2.509 -5.208 3.919
H -2.194 -4.643 2.268
H 0.385 2.655 -0.250
H -1.710 1.410 -2.829
H -1.920 3.251 1.650
H -3.758 -5.387 2.670
H 5.999 -3.058 -5.172
H -3.891 1.096 4.456
H 0.721 4.197 1.844
H -1.378 1.072 -1.107
H -3.473 -7.975 0.506
H 6.003 -1.278 -8.322
H 0.913 0.588 -0.887
H -3.203 8.143 4.526

Force components x, y, z for each atom (eV/Å):
0.23 0.15 0.13
0.28 -0.72 0.54
0.12 0.22 -0.12
-0.03 0.00 -0.07
-0.19 0.02 0.07
0.24 -0.07 -0.20
-0.07 -0.04 0.10
0.04 -0.05 0.00
0.10 0.31 0.16
0.11 0.14 -0.05
-0.18 0.06 0.02
0.07 -0.04 -0.06
-0.03 0.09 0.02
-0.28 0.37 -0.11
-0.10 -0.01 -0.37
-0.06 0.06 0.06
-0.07 -0.05 0.00
0.01 -0.01 0.01
-0.03 -0.07 0.00
-0.03 -0.03 0.17
0.12 0.13 -0.04
0.04 -0.08 0.08
-0.14 -0.16 0.08
0.03 -0.13 -0.12
-0.03 -0.04 0.12
0.01 -0.08 0.01
-0.28 0.28 -0.04
-0.02 0.02 -0.06
0.08 -0.10 -0.05
-0.01 0.01 -0.05
0.00 0.04 -0.03
-0.09 0.02 0.09
-0.07 0.01 -0.04
0.01 -0.03 0.02
0.03 -0.22 -0.09
0.09 0.25 -0.21
0.08 0.56 -0.07
0.06 -0.12 0.01
-0.04 -0.25 -0.14
0.16 0.23 0.03
-0.01 0.09 0.01
-0.06 0.11 0.04
-0.03 0.04 0.04
-0.09 -0.07 -0.03
-0.01 0.01 0.02
0.04 -0.12 -0.04
-0.06 -0.01 -0.06
0.02 -0.01 0.04
0.01 0.01 0.01
0.03 -0.06 0.16
-0.01 -0.03 -0.02
0.01 -0.01 0.00
-0.02 -0.05 -0.02
0.00 0.01 0.00
0.01 0.03 0.00
0.01 0.01 0.01
-0.02 0.03 -0.01
-0.02 0.00 0.01
-0.02 0.01 0.02
0.03 0.01 -0.01
0.01 0.04 0.04
-0.04 0.00 -0.02
0.11 0.05 0.06
0.01 0.03 -0.01
0.00 0.02 0.07
-0.02 0.06 -0.02
-0.11 -0.18 -0.03
-0.01 0.04 -0.01
-0.14 -0.01 -0.07
0.04 -0.04 -0.02
0.03 0.01 -0.05
-0.14 -0.11 -0.28
0.01 -0.02 0.01
0.00 0.03 0.00
0.04 -0.03 0.01
0.05 -0.01 0.02
-0.04 -0.11 0.06
0.01 -0.28 0.03
0.02 0.00 0.02
0.00 -0.03 -0.01
0.00 0.01 0.03
0.00 -0.01 -0.02
-0.02 0.02 -0.01
0.00 -0.10 0.03
0.03 0.00 0.01
0.00 -0.01 0.02
0.19 -0.08 0.13
0.02 -0.01 0.03

Number 1: energy -1703.8207 a.u.. Number 2: energy -4648.5092 a.u.. Number 3: energy -497.0181 a.u.. Number 4: energy -316.3793 a.u.. Number 5: energy -1281.8947 a.u.. Number 6: energy -6442.8789 a.u..